Molecular formula: C45H120N12O21
Method: DFT, ωB97M-V/def2-TZVPD

Output
lowest unoccupied orbital energy = 0.0026 hartree
maximum force = 2.979 eV Å⁻¹
charge = 0
SMILES = COCCNCCOC.COCCNCCOC.COCCNCCOC.COCCNCCOC.COCCNCCOC.COCCNCCOC.NC(N)=O.NC(N)=O.NC(N)=O.OCCO.OCCO.OCCO
relative energy (zero: lowest compared OMol25 entry of this formula, charge and spin) = 130.3 kJ/mol
gap between HOMO and LUMO = 8.28 eV
E_tot = -4023.328166 Eh

XYZ file:
```
198
Properties=species:S:1:pos:R:3:forces:R:3:mulliken_charge:R:1
C 18.321 5.718 28.676 1.541 0.903 -0.405 0.328
O 17.217 6.061 28.260 0.778 0.701 -0.126 -0.715
N 19.156 6.503 29.392 -0.508 1.416 0.256 -0.107
N 18.913 4.497 28.487 -0.326 0.163 -0.693 -0.034
H 19.957 6.158 29.900 0.189 -0.043 -0.019 0.185
H 18.862 7.459 29.506 0.100 -0.124 0.165 0.301
H 18.457 3.876 27.837 0.426 -0.075 0.018 0.278
H 19.917 4.501 28.496 -0.378 0.105 0.026 -0.714
C 22.160 -2.814 30.587 0.663 -1.131 -1.858 0.292
O 22.573 -1.855 29.932 -0.441 0.073 0.975 -0.331
N 21.077 -3.534 30.195 -1.083 0.480 -0.779 -0.382
N 22.892 -3.472 31.509 0.661 0.460 1.006 -0.379
H 20.651 -3.244 29.330 -0.104 0.149 0.202 0.206
H 20.631 -4.293 30.676 0.224 0.092 0.296 0.169
H 23.710 -3.012 31.873 -0.104 -0.084 0.166 0.136
H 22.550 -4.318 31.923 0.123 0.061 0.174 0.197
C 25.601 -0.835 27.867 1.368 -0.084 0.366 0.573
O 26.427 -0.767 26.949 -0.685 0.055 0.116 -0.782
N 25.352 0.179 28.734 -0.192 0.424 -0.330 1.134
N 24.953 -1.964 28.243 -0.486 -0.645 0.134 -0.144
H 24.922 -0.053 29.608 -0.269 0.138 0.208 -0.700
H 25.846 1.059 28.660 -0.021 -0.057 -0.124 0.239
H 24.292 -1.919 29.013 -0.071 -0.129 -0.320 -0.034
H 25.153 -2.859 27.837 0.114 0.230 -0.242 0.266
C 16.106 -2.000 30.228 -0.866 0.162 0.721 -0.746
O 17.087 -1.723 31.206 0.434 -0.755 0.034 -0.377
C 17.420 -0.369 31.317 -0.327 1.455 -1.682 -0.839
C 18.672 -0.087 32.107 -0.195 -0.702 0.549 1.852
N 18.587 -0.745 33.428 -0.462 0.371 -0.762 -0.306
C 19.770 -0.530 34.223 0.439 0.373 -0.883 0.751
C 19.821 -1.385 35.459 -0.575 -0.108 0.011 -0.903
O 19.540 -2.775 35.255 0.279 0.245 0.697 -0.390
C 20.627 -3.552 34.801 -0.482 0.950 -1.079 -0.354
H 16.347 -1.795 29.184 0.552 0.220 0.110 0.288
H 15.220 -1.405 30.471 -0.104 0.113 -0.163 0.254
H 15.783 -3.037 30.320 0.372 -0.130 0.123 0.374
H 16.588 0.280 31.625 -0.306 -0.528 0.873 0.220
H 17.542 0.053 30.310 0.521 -0.233 -0.182 0.256
H 18.781 0.997 32.168 -0.142 0.045 0.381 -0.844
H 19.560 -0.411 31.551 0.058 -0.228 -0.105 -0.372
H 18.486 -1.728 33.200 -0.084 -0.125 0.380 0.376
H 19.795 0.518 34.537 -0.016 -0.006 0.133 -0.142
H 20.659 -0.621 33.580 0.320 -0.296 0.206 -0.256
H 19.024 -1.035 36.115 0.004 -0.133 0.136 0.348
H 20.780 -1.197 35.951 0.128 -0.368 0.143 0.374
H 20.316 -4.594 34.802 0.162 -0.024 0.287 0.293
H 21.556 -3.356 35.343 -0.055 -0.213 0.277 0.282
H 20.789 -3.250 33.757 0.421 -0.279 -0.116 -0.048
C 25.889 3.811 28.614 -0.048 0.014 -0.592 -1.035
O 26.717 2.703 28.841 0.061 -1.320 -0.008 -0.479
C 28.122 2.903 28.931 -0.084 1.245 1.858 -0.433
C 28.870 1.669 29.474 -0.772 -0.169 -0.342 -1.017
N 28.637 0.406 28.782 0.721 0.446 -1.056 0.110
C 29.670 0.098 27.809 1.016 -0.963 -0.838 -1.151
C 29.885 0.892 26.512 -1.526 0.693 0.385 -0.393
O 30.293 2.219 26.776 1.019 -0.043 0.697 -0.271
C 30.283 3.124 25.699 -0.603 -0.303 0.254 -0.789
H 25.887 4.568 29.405 0.484 -0.012 0.070 0.371
H 24.862 3.451 28.549 0.055 -0.149 -0.067 0.056
H 26.158 4.244 27.646 -0.103 0.389 0.065 0.474
H 28.179 3.657 29.729 0.606 0.165 0.076 0.408
H 28.579 3.391 28.070 -0.240 -0.558 -0.490 0.361
H 28.608 1.483 30.520 -0.198 0.469 0.083 0.326
H 29.942 1.866 29.454 -0.037 0.250 -0.012 0.459
H 27.767 0.394 28.257 -0.157 -0.033 0.263 -0.336
H 29.472 -0.908 27.428 -0.134 -0.082 0.113 0.433
H 30.669 0.016 28.250 -0.163 0.123 0.586 0.457
H 28.902 0.951 26.027 0.052 -0.228 -0.415 0.343
H 30.604 0.361 25.883 0.045 0.006 -0.087 0.425
H 29.237 3.388 25.510 0.018 0.162 -0.395 0.307
H 30.733 2.713 24.792 0.060 -0.021 -0.019 0.326
H 30.819 4.016 26.019 0.058 -0.035 -0.063 0.239
C 25.398 3.947 32.408 0.136 -0.035 0.774 -1.156
O 24.985 4.326 33.724 -0.525 -0.844 -0.112 0.194
C 25.851 5.212 34.383 -0.648 1.680 -0.063 -0.850
C 25.286 5.681 35.736 -1.195 -1.574 0.026 -0.589
N 25.650 4.701 36.746 0.874 -0.389 0.778 -0.329
C 25.084 4.887 38.084 0.756 0.833 -1.191 -0.544
C 25.702 3.922 39.064 -0.323 0.244 0.969 -0.740
O 25.371 2.564 38.892 0.343 -0.014 -0.446 -0.347
C 24.018 2.200 38.889 -0.325 -1.187 -0.075 -0.482
H 26.349 3.415 32.490 0.274 0.215 -0.307 0.628
H 25.452 4.816 31.749 0.256 0.088 0.002 0.623
H 24.686 3.245 31.976 -0.255 0.091 0.245 -0.193
H 25.872 6.118 33.763 0.632 0.034 -0.140 0.408
H 26.849 4.801 34.552 0.081 -0.040 -0.184 0.299
H 24.185 5.707 35.741 -0.195 0.172 -0.790 0.210
H 25.537 6.715 35.974 0.777 -0.219 0.201 0.506
H 25.389 3.761 36.469 0.092 0.092 -0.539 0.283
H 23.992 4.879 37.993 -0.149 -0.060 0.656 0.360
H 25.428 5.886 38.366 -0.387 0.074 0.374 0.372
H 25.484 4.225 40.097 -0.580 0.057 0.017 0.430
H 26.788 4.017 39.054 0.021 -0.290 -0.592 0.312
H 23.457 2.388 37.967 0.184 0.735 -0.071 0.053
H 23.433 2.515 39.757 0.182 0.430 0.048 0.342
H 24.023 1.108 38.915 0.089 -0.025 0.226 0.263
C 22.549 4.890 29.706 -0.304 -0.274 1.028 -0.189
O 21.616 5.473 30.635 0.752 -0.159 0.523 -0.417
C 22.101 5.313 31.961 -0.231 0.503 0.095 0.533
C 21.302 6.123 32.956 0.168 -0.217 1.053 -1.860
N 20.194 5.392 33.584 0.742 0.034 -1.762 -0.241
C 19.115 5.143 32.640 -2.495 -1.098 1.201 1.040
C 18.135 4.136 33.404 0.769 1.324 -1.455 0.085
O 17.661 4.685 34.615 0.328 0.142 0.359 -0.436
C 16.616 5.624 34.387 -0.057 -0.655 -0.539 -0.665
H 23.527 5.381 29.706 -0.255 0.896 -0.197 0.823
H 22.098 4.873 28.718 0.145 0.614 1.702 0.156
H 22.831 3.883 30.030 -0.525 0.365 -0.245 -0.155
H 23.133 5.661 32.066 0.154 0.072 -0.494 0.333
H 22.122 4.267 32.279 -0.140 -0.176 -0.275 0.025
H 20.992 7.085 32.535 0.064 0.028 -0.169 0.389
H 21.989 6.304 33.788 0.077 0.352 -0.085 0.451
H 19.860 5.941 34.364 -0.309 -0.235 0.056 0.320
H 19.302 4.663 31.677 1.117 -0.165 0.376 -1.353
H 18.565 6.029 32.301 0.074 0.367 0.384 0.652
H 18.744 3.246 33.553 -0.239 -0.101 0.629 -0.312
H 17.312 3.884 32.730 -0.189 -0.095 0.060 0.257
H 16.518 6.379 35.165 0.412 -0.213 0.226 0.273
H 15.682 5.059 34.336 -0.190 0.214 -0.147 0.276
H 16.805 6.119 33.433 -0.309 0.226 0.033 0.312
C 21.707 -1.526 23.983 -0.435 -0.190 -0.161 -0.864
O 21.326 -0.778 25.122 0.548 0.083 -0.749 -0.327
C 22.395 -0.550 26.058 -1.038 -0.175 0.238 -1.276
C 21.688 0.099 27.272 1.334 -0.722 -0.746 0.607
N 21.228 1.470 27.033 -0.368 0.460 1.237 -0.400
C 22.336 2.433 26.957 -0.113 -0.697 -1.056 0.574
C 21.838 3.859 26.934 -0.050 0.555 -1.114 -0.661
O 22.846 4.809 27.278 1.071 -0.283 -1.897 -0.275
C 23.571 5.446 26.230 -0.647 0.017 -0.141 -0.980
H 22.161 -2.490 24.235 0.325 0.075 0.255 0.309
H 22.340 -0.999 23.265 0.353 0.247 0.324 0.299
H 20.822 -1.794 23.404 -0.300 0.221 0.284 0.272
H 23.232 0.016 25.644 -0.093 0.140 -0.205 0.494
H 22.754 -1.549 26.322 0.347 0.129 0.376 0.646
H 22.312 0.061 28.170 0.323 -0.117 -0.111 -0.361
H 20.920 -0.662 27.421 -0.749 0.788 0.310 0.243
H 20.820 1.715 27.937 -0.752 -0.293 -0.326 0.006
H 22.778 2.193 25.986 0.779 0.363 0.243 0.747
H 23.036 2.361 27.795 0.207 -0.288 -0.131 -0.482
H 21.019 4.011 27.642 0.547 -0.442 -0.267 -0.265
H 21.431 4.173 25.967 -0.130 -0.340 -0.098 0.866
H 22.890 5.830 25.465 -0.132 0.077 0.028 0.299
H 24.299 4.829 25.699 0.057 -0.343 0.326 0.289
H 24.072 6.295 26.693 0.111 -0.041 -0.010 0.326
C 11.978 0.719 25.922 0.571 -0.434 0.303 -0.769
O 12.371 1.424 27.080 -0.110 0.908 -0.349 -0.325
C 12.336 0.668 28.255 -0.188 -0.608 0.298 -0.611
C 13.582 -0.184 28.398 0.857 -0.810 0.425 -0.879
N 14.861 0.509 28.624 -0.204 0.386 -0.015 0.039
C 15.215 1.509 27.608 0.084 0.432 1.120 -1.338
C 16.725 1.883 27.663 -0.338 -1.562 -1.434 -0.554
O 17.257 2.450 28.856 -1.450 -0.739 -0.789 -0.074
C 16.583 3.624 29.268 -0.388 -0.128 1.832 -0.792
H 12.285 1.292 25.049 -0.410 0.282 0.073 0.264
H 10.912 0.488 25.957 -0.086 0.126 -0.254 0.319
H 12.534 -0.221 25.835 -0.105 -0.176 0.077 0.322
H 11.409 0.081 28.282 0.122 -0.369 -0.049 0.410
H 12.249 1.312 29.135 0.187 0.426 -0.266 0.333
H 13.732 -0.884 27.571 -0.108 0.436 -0.507 0.499
H 13.488 -0.921 29.201 -0.324 0.357 0.382 0.376
H 14.825 1.027 29.496 -0.065 -0.376 0.280 0.183
H 14.630 2.417 27.781 -0.063 0.066 -0.402 0.460
H 14.858 1.091 26.668 0.737 0.278 -0.392 0.623
H 16.952 2.439 26.748 -0.063 0.858 0.246 0.273
H 17.283 0.967 27.457 0.124 -0.158 0.561 0.353
H 15.499 3.512 29.245 -0.037 0.121 -0.590 0.410
H 16.990 4.537 28.832 -2.088 -1.517 -0.018 0.280
H 16.760 3.716 30.345 0.305 -0.064 0.111 -0.021
C 23.103 1.257 35.011 0.326 0.532 -0.870 -1.086
C 22.657 2.513 34.307 -0.932 1.411 -0.718 1.097
O 21.242 2.657 34.131 -0.156 -1.109 0.800 -0.700
O 23.252 0.261 34.006 -0.340 -0.837 0.272 -0.189
H 22.419 0.995 35.822 -0.099 -0.222 -0.104 0.125
H 24.106 1.430 35.409 -0.090 0.238 0.328 0.446
H 23.012 2.548 33.273 0.967 -0.352 0.278 -0.280
H 23.050 3.403 34.801 0.045 -0.087 0.202 0.046
H 21.013 3.549 33.826 0.048 0.334 0.341 0.127
H 23.895 -0.393 34.310 -0.026 -0.121 -0.013 -0.089
C 25.776 0.293 32.091 -1.009 -0.361 0.957 0.519
C 26.221 -1.082 32.548 0.855 -0.125 -0.139 -1.042
O 25.514 -1.491 33.717 -0.207 0.037 0.221 -0.536
O 24.474 0.196 31.528 0.125 0.109 -1.328 1.168
H 26.476 0.737 31.385 -0.206 -0.229 -0.321 -0.380
H 25.664 0.990 32.928 0.544 -0.174 0.291 0.018
H 27.295 -1.106 32.762 0.033 0.297 -0.018 0.446
H 26.058 -1.849 31.783 -0.076 0.385 -0.386 0.390
H 25.966 -2.282 34.025 -0.203 0.003 0.232 0.278
H 23.796 -0.044 32.175 0.223 0.245 0.444 -0.567
C 21.606 1.781 30.820 0.719 -0.490 0.980 0.244
C 20.355 2.440 30.288 -0.745 0.616 0.418 0.520
O 19.599 1.530 29.543 0.208 -0.777 -0.615 -0.058
O 22.846 2.123 30.185 -0.410 -0.352 -0.382 1.769
H 21.495 0.694 30.788 -0.307 -0.042 -0.264 0.274
H 21.703 2.011 31.886 -0.204 0.128 -0.061 -0.167
H 20.493 3.391 29.760 0.699 -0.539 0.106 -0.342
H 19.725 2.763 31.130 0.322 -0.154 0.314 -0.513
H 18.703 1.869 29.337 0.355 0.222 0.165 0.244
H 23.525 1.529 30.532 -0.014 -0.300 0.087 -1.241
```
Forces are in eV/Å.